16
Properties=species:S:1:pos:R:3:mulliken_charge:R:1 method="wB97M-V/def2-TZVPD" total_energy_ha=-159.57748 de_lowest_kj_mol=19.7 homo_lumo_gap_ev=12.8 smiles=CC.CC
C -2.29457 0.96377 0.98143 -0.804
C -1.70344 1.41286 -0.34779 -0.645
H -2.38286 -0.12419 0.98062 0.251
H -1.61809 1.20567 1.79957 0.267
H -3.28506 1.39143 1.12304 0.297
H -0.74258 0.94141 -0.52997 0.049
H -1.48566 2.47850 -0.45649 0.303
H -2.37062 1.15871 -1.16813 0.278
C 2.60984 -0.81053 -0.17331 -0.906
C 1.35225 -1.63756 -0.41163 -0.644
H 3.24906 -0.66021 -1.04556 0.305
H 2.34743 0.22284 -0.01807 0.267
H 3.25458 -1.14944 0.63532 0.287
H 0.91232 -1.76726 0.57560 0.218
H 0.68246 -1.03575 -1.02826 0.155
H 1.47496 -2.59024 -0.91637 0.322